1.
The following is a quantum chemistry calculation of C3H2CrO2 as an isolated structure at a distorted geometry, from the Open Molecules 2025 dataset.

Each line ends with the Löwdin spin population.
Atoms and positions in Å:
O -0.2916 1.9861 0.0160  -0.050
C -0.1291 0.7947 0.5868  0.000
C 0.0189 -0.3907 -0.1557  -0.040
C -0.1540 -1.7442 0.2775  0.119
O 0.4948 -2.6788 -0.2144  0.053
Cr -0.4399 1.2184 -1.6978  3.907
H -0.6428 0.6880 1.5553  0.004
H 1.1436 0.1265 -0.3677  0.008

Cartesian forces (eV/Å) of the 6 atoms listed first:
1.41 -1.48 0.96
-4.52 0.38 0.57
2.83 4.34 -1.10
2.19 -3.48 -0.92
-1.99 2.13 1.31
-0.03 -0.62 -0.42

Relative energy (zero: lowest compared OMol25 entry of this formula, charge and spin) (kJ/mol): 40.6
Multiplicity: 5
Highest occupied orbital energy (spin up / spin down) (eV): -6.74 / -5.73
Gap between HOMO and LUMO (spin up / spin down) (eV): 4.89 / 4.05
DFT total energy (eV): -35652.330

***

2.
The following is a quantum chemistry calculation of C3H6NO2 as an isolated structure at a distorted geometry, from the Open Molecules 2025 dataset.

Each line ends with the natural charge from an NBO analysis.
Atoms and positions in Å:
O -0.3293 -1.4777 1.6689  -0.724
C -0.5026 -0.6436 0.7650  0.637
N 0.1312 0.5239 0.6226  -0.810
C 1.5031 1.2947 -0.3826  0.232
O 1.4744 2.5466 -0.2071  -0.773
C -1.3415 -1.1004 -0.4279  -0.708
H 0.5254 0.7815 1.5266  0.344
H 2.4067 0.7379 -0.0880  0.099
H 1.0021 0.9794 -1.3062  0.090
H -2.1937 -1.6755 -0.0432  0.205
H -0.7877 -1.6647 -1.1789  0.209
H -1.8882 -0.3020 -0.9492  0.200

Cartesian forces (eV/Å) of the 6 atoms listed first:
-0.63 0.25 0.59
1.48 -0.90 -1.29
-0.21 0.57 1.41
-1.18 1.96 -1.48
0.58 -0.69 0.52
-1.55 0.49 -0.07

Charge: -1
Relative energy (zero: lowest compared OMol25 entry of this formula, charge and spin) (kJ/mol): 200.6
Multiplicity: 1
Highest occupied orbital energy (eV): -3.91
Gap between HOMO and LUMO (eV): 8.18
DFT total energy (eV): -8793.138

***

3.
The following is a quantum chemistry calculation of a 2-piece molecular cluster, C7H10BNO overall at a distorted geometry, from the Open Molecules 2025 dataset.

Each line ends with the natural charge from an NBO analysis.
Atoms and positions in Å:
B -1.2863 -0.3725 0.5230  0.761
C 3.0079 -0.0799 0.1072  -0.209
C 2.4898 -0.4336 1.3491  -0.213
C 2.1674 0.4116 -0.9217  -0.209
C 1.0968 -0.6818 1.4813  -0.202
C 0.8108 0.1811 -0.8621  -0.200
C 0.3457 -0.4578 0.3468  -0.316
C -2.9311 -0.1555 0.3803  -0.497
N -2.0645 -0.7646 1.5365  -0.823
O -1.3901 1.0566 -2.6830  -0.969
H 4.1029 0.0009 0.0529  0.212
H 3.2004 -0.5009 2.2237  0.215
H 2.6329 0.9802 -1.7606  0.212
H 0.5699 -0.9063 2.4521  0.222
H 0.1134 0.3929 -1.6202  0.251
H -1.7310 1.2632 -3.5719  0.489
H -3.5834 -0.8986 -0.0443  0.196
H -3.4538 0.8335 0.7023  0.193
H -2.2515 -1.3352 2.2582  0.394
H -1.8460 1.4667 -1.9494  0.492

Cartesian forces (eV/Å) of the 6 atoms listed first:
0.99 -0.80 0.17
0.08 1.21 0.52
0.02 -0.86 0.89
1.12 -0.17 -0.77
0.78 0.60 0.36
1.38 -1.54 2.80

Relative energy (zero: lowest compared OMol25 entry of this formula, charge and spin) (kJ/mol): 261.1
Multiplicity: 1
Highest occupied orbital energy (eV): -8.85
Structure (SMILES): c1ccc(B2CN2)cc1.O
Gap between HOMO and LUMO (eV): 9.45
DFT total energy (eV): -11633.273

***

4.
The following is a quantum chemistry calculation of an isolated molecule of C5H11NO, from the Open Molecules 2025 dataset.

Each line ends with the natural charge from an NBO analysis.
Atoms and positions in Å:
C -1.7071 -0.4908 -1.2455  -0.607
C -1.2530 0.3005 -0.0237  -0.394
C 0.2694 0.4207 0.1012  -0.070
C 0.6807 1.5686 1.0203  -0.608
N 0.8515 -0.8371 0.5533  -0.619
C 1.8370 -1.4883 -0.1165  0.531
O 2.2980 -1.1522 -1.1891  -0.617
H -1.4384 0.0318 -2.1699  0.208
H -1.2433 -1.4820 -1.2783  0.210
H -2.7937 -0.6203 -1.2390  0.210
H -1.6786 1.3104 -0.0657  0.204
H -1.6498 -0.1606 0.8924  0.191
H 0.7001 0.5837 -0.8918  0.230
H 0.2441 2.5111 0.6737  0.214
H 0.3341 1.3973 2.0471  0.199
H 1.7688 1.6775 1.0372  0.219
H 0.5976 -1.1800 1.4687  0.390
H 2.1827 -2.3903 0.4254  0.108

Cartesian forces (eV/Å) of the 6 atoms listed first:
-0.01 -0.04 -0.04
-0.05 0.05 0.05
-0.05 0.12 -0.12
0.04 0.04 0.04
0.09 -0.07 -0.02
-0.02 0.04 -0.05

Relative energy (zero: lowest compared OMol25 entry of this formula, charge and spin) (kJ/mol): 20.7
Multiplicity: 1
Highest occupied orbital energy (eV): -9.74
Structure (SMILES): CC[C@@H](C)NC=O
Gap between HOMO and LUMO (eV): 10.64
DFT total energy (eV): -8901.483

***

5.
The following is a quantum chemistry calculation of C22H42NOP3RuS as an isolated structure at a distorted geometry, from the Open Molecules 2025 dataset.

Each line ends with the Löwdin spin population.
Atoms and positions in Å:
Ru -0.7322 -0.1931 0.0149  1.951
P -1.5041 1.7858 -0.5521  0.063
P -2.4023 -1.3444 -0.7191  0.059
P 1.4635 0.9008 0.4908  0.051
H 0.1831 -4.5545 -0.9834  0.001
C 0.5088 -3.4907 -0.7186  0.012
C 1.0681 -3.4333 0.5168  0.002
H 1.2022 -2.6732 1.3571  0.000
C -1.0591 1.9878 -2.3157  0.066
C -3.3198 1.8669 -0.3601  0.008
C -1.0176 3.3871 0.1978  -0.002
C -2.1615 -3.1075 -0.6955  -0.005
C -3.9299 -1.3539 0.2977  0.022
C -2.8981 -1.0548 -2.4743  0.021
C 2.8794 0.2080 1.4864  0.005
C 1.5118 2.4880 1.4663  0.006
C 2.2609 1.4277 -1.0796  0.010
H 0.3554 -2.5759 -1.4294  0.006
H 1.5987 -4.4293 0.6995  0.001
H -1.7884 2.6035 -2.8558  0.010
H -0.9900 1.0117 -2.8075  0.008
H -0.0764 2.4753 -2.3999  0.001
H -3.7113 2.8415 -0.6778  0.001
H -3.5567 1.7105 0.7062  0.000
H -3.8152 1.0942 -0.9607  0.000
H -0.0538 3.7170 -0.2167  0.000
H -0.9505 3.2580 1.2877  0.000
H -1.7749 4.1621 0.0033  0.000
H -2.8509 -3.6951 -1.3231  -0.001
H -1.9832 -3.4287 0.3454  0.000
H -1.2174 -3.1474 -1.2562  0.000
H -4.6757 -2.0499 -0.0999  0.001
H -4.3937 -0.3681 0.3893  0.000
H -3.6606 -1.7198 1.2997  0.002
H -3.4679 -1.9021 -2.8803  0.002
H -1.9915 -0.9769 -3.0967  0.001
H -3.5033 -0.1425 -2.6034  0.000
H 3.3659 1.0330 2.0271  0.001
H 3.7031 -0.2134 0.8705  0.000
H 2.5219 -0.5147 2.2371  0.000
H 2.4226 2.5275 2.0835  0.001
H 0.6408 2.5297 2.1394  0.001
H 1.5385 3.3621 0.8067  0.000
H 3.3497 1.4466 -0.9405  0.001
H 1.9195 2.4282 -1.3793  0.000
H 2.0261 0.7463 -1.9056  0.002
C 4.1609 -2.5409 -1.0062  0.252
C 3.5799 -1.9121 -2.1530  0.047
C 4.4976 -1.4458 -3.1364  0.124
C 5.8265 -1.9046 -3.1376  0.277
C 6.3145 -2.7235 -2.1067  0.013
C 5.5018 -2.9356 -0.9932  0.142
O 3.5804 -2.5507 0.2471  0.117
H 3.4656 -1.6152 0.5887  0.011
H 2.4992 -1.6469 -2.0354  0.000
H 4.2216 -0.6759 -3.8914  0.002
H 6.4510 -1.4649 -3.9569  0.008
H 7.3033 -3.1824 -2.1345  -0.002
H 5.9090 -3.2191 -0.0111  0.002
S -1.0682 -0.2978 2.2632  0.514
C -2.0845 0.8902 2.9237  0.070
N -1.5461 2.0962 3.3499  0.032
C -2.3261 3.1996 3.6280  0.013
C -3.7111 3.0621 3.6341  0.021
C -4.2735 1.8017 3.3787  0.002
C -3.4573 0.7327 3.0349  0.036
H -0.5353 2.1625 3.4693  0.003
H -1.7897 4.1418 3.8622  0.001
H -4.3311 3.9504 3.8314  0.001
H -5.3632 1.7043 3.4613  0.000
H -3.8593 -0.2558 2.8977  0.002

Cartesian forces (eV/Å) of the 6 atoms listed first:
4.00 -0.20 2.71
-1.86 2.79 -1.63
-5.24 -1.88 -2.30
1.77 1.46 0.02
0.99 1.76 -0.65
1.18 0.68 0.71

Charge: +4
Relative energy (zero: lowest compared OMol25 entry of this formula, charge and spin) (kJ/mol): 494.2
Multiplicity: 5
Highest occupied orbital energy (spin up / spin down) (eV): -19.57 / -19.56
Gap between HOMO and LUMO (spin up / spin down) (eV): 6.49 / 5.26
DFT total energy (eV): -68270.725

***

6.
The following is a quantum chemistry calculation of a 2-piece molecular cluster, C13H30B4FN2O6 overall at a distorted geometry, from the Open Molecules 2025 dataset.

Each line ends with the natural charge from an NBO analysis.
Atoms and positions in Å:
C -6.5436 -1.5161 -2.4915  -0.662
C -5.6073 -1.1634 -1.1784  0.236
F -6.3259 -0.2152 -0.2849  -0.393
C -5.3124 -2.6365 -0.4426  -0.837
B -3.8011 -2.6391 0.2046  1.185
O -3.6233 -2.6687 1.6696  -0.907
B -2.2017 -2.5979 2.0658  1.194
C -1.8715 -3.0475 3.6482  -0.865
C -1.6154 -1.6082 4.4560  0.802
O -0.3371 -1.2315 4.5675  -0.576
O -2.7883 -0.8520 4.9511  -0.707
O -1.0757 -2.1397 1.2290  -0.893
B -1.6969 -1.6403 -0.0135  0.889
B -1.5113 -0.1353 -0.6623  0.785
N -2.1202 1.1225 0.0037  -1.130
O -0.7773 -0.0054 -1.9409  -0.897
O -2.6265 -2.5823 -0.7320  -0.894
H -7.2976 -2.3626 -2.1811  0.227
H -5.8129 -2.0098 -3.2930  0.223
H -7.1205 -0.6001 -2.9360  0.240
H -4.5610 -0.6774 -1.4743  0.160
H -5.3170 -3.4779 -1.2850  0.260
H -6.1202 -2.8530 0.4016  0.269
H -0.9189 -3.7583 3.7155  0.282
H -2.7829 -3.6408 4.1051  0.253
H -3.4810 -1.4723 5.3289  0.503
H -1.4187 1.8974 0.0370  0.378
H -2.8696 1.4089 -0.6691  0.390
H -0.8652 0.9222 -2.3303  0.486
C 2.0222 0.2131 1.1041  -0.623
C 3.5292 0.4336 1.0693  -0.440
C 3.9717 1.8764 0.8229  -0.202
N 4.0089 2.3994 -0.6258  -0.215
C 4.1927 3.9224 -0.5228  -0.393
C 5.1642 1.8188 -1.4463  -0.213
C 4.5944 0.5986 -2.1347  -0.430
C 3.1071 0.8590 -2.2858  -0.438
C 2.7776 2.1024 -1.4715  -0.221
H 1.6004 0.0901 0.1053  0.197
H 1.7919 -0.7045 1.6566  0.256
H 1.5063 1.0402 1.6023  0.212
H 4.0053 -0.2804 0.3977  0.217
H 3.8941 0.1708 2.0717  0.249
H 4.9913 2.0040 1.2073  0.227
H 3.3250 2.5561 1.3910  0.225
H 5.1166 4.1188 0.0308  0.234
H 3.3261 4.3358 0.0017  0.232
H 4.2588 4.3437 -1.5310  0.229
H 5.4519 2.5660 -2.1947  0.225
H 6.0178 1.6084 -0.7917  0.239
H 4.7743 -0.3044 -1.5440  0.226
H 5.0759 0.4281 -3.1033  0.250
H 2.5310 -0.0092 -1.9521  0.245
H 2.8440 1.0176 -3.3373  0.241
H 1.8951 2.0297 -0.8337  0.241
H 2.6272 2.9460 -2.1546  0.225

Cartesian forces (eV/Å) of the 6 atoms listed first:
0.62 -0.38 0.31
-0.45 -0.95 -0.62
1.61 -2.08 -1.67
0.13 0.27 0.29
0.06 -0.40 -0.09
3.46 0.54 -2.85

Charge: +1
Multiplicity: 1
Highest occupied orbital energy (eV): -12.09
Gap between HOMO and LUMO (eV): 9.56
DFT total energy (eV): -34654.148